P:
Formula: C3H7NO
Source: the OMol25 dataset
Level of theory: ωB97M-V/def2-TZVPD

multiplicity	1
SMILES	C=CO.C=N
frontier orbital gap	10.067	eV

Structure (XYZ):
```
12
Properties=species:S:1:pos:R:3:nbo_charge:R:1
C -2.5061 4.5110 1.5350 -0.50
C -1.6607 3.9878 2.4138 0.14
O -0.3328 4.3077 2.4548 -0.69
H -3.5679 4.3729 1.6494 0.21
H -2.0831 5.1356 0.7581 0.21
H -1.9267 3.1489 3.0485 0.16
H 0.1698 3.5239 2.6989 0.48
C 2.6003 -5.8802 -2.6183 -0.05
N 2.2210 -5.1374 -3.5676 -0.58
H 2.1753 -6.8211 -2.2783 0.15
H 3.4562 -5.5340 -2.0420 0.15
H 1.4547 -5.6150 -4.0524 0.32
```

---

Q:
Formula: C3H7NO
Source: the OMol25 dataset
Level of theory: ωB97M-V/def2-TZVPD

multiplicity	1
SMILES	C/C=N/OC
frontier orbital gap	10.403	eV

Structure (XYZ):
```
12
Properties=species:S:1:pos:R:3:nbo_charge:R:1
C -2.2894 0.1879 0.0242 -0.67
C -0.8709 0.2359 -0.0695 0.00
N -0.0878 -0.7787 0.0304 -0.10
O 1.2816 -0.6776 -0.0391 -0.37
C 1.8944 0.6201 0.0205 -0.30
H -2.5346 -0.5387 0.8632 0.24
H -2.6248 1.2415 0.2642 0.22
H -2.9125 -0.1372 -0.8762 0.24
H -0.4109 1.2674 -0.2028 0.16
H 1.6204 1.2507 -0.7819 0.18
H 1.8190 1.1460 1.0799 0.18
H 3.0007 0.3787 -0.0981 0.21
```

---

R:
Formula: C3H7NO
Source: the OMol25 dataset
Level of theory: ωB97M-V/def2-TZVPD

multiplicity	1
frontier orbital gap	7.357	eV

Structure (XYZ):
```
12
Properties=species:S:1:pos:R:3:nbo_charge:R:1
C -2.0356 0.3825 -0.3736 -0.72
N -0.7054 -0.2400 0.2963 -0.63
C 0.5449 -0.1216 -0.4698 0.71
O 0.5437 -0.4403 -1.6219 -0.48
C 1.7518 0.3634 0.2942 -0.73
H -0.9165 -1.2313 0.3793 0.42
H -1.9895 -0.1423 -1.3467 0.15
H -2.7698 -0.2261 0.2040 0.12
H -0.6021 0.1696 1.2243 0.41
H 1.7798 1.4585 0.2778 0.26
H 2.6484 -0.0117 -0.2033 0.26
H 1.7504 0.0391 1.3394 0.23
```

---

S:
Formula: C3H7NO
Source: the OMol25 dataset
Level of theory: ωB97M-V/def2-TZVPD

multiplicity	1
frontier orbital gap	9.980	eV

Structure (XYZ):
```
12
Properties=species:S:1:pos:R:3:nbo_charge:R:1
C -1.0663 -0.1091 0.4741 -0.24
C 0.1757 -0.8760 -0.0260 -0.39
C 1.4548 -0.2991 0.0288 0.27
O 1.6796 0.8777 0.2876 -0.63
N -1.0654 1.2973 -0.0226 -0.83
H -1.9616 -0.5205 0.0291 0.21
H -0.9599 0.0069 1.5449 0.22
H 0.1403 -1.9454 -0.2008 0.23
H 0.6443 -0.4427 -1.0486 0.28
H 2.3554 -0.9243 -0.0186 0.16
H -0.0955 1.5967 -0.0355 0.38
H -1.3016 1.3387 -1.0123 0.34
```

---

In kJ/mol, relative to the most stable structure: P 0.0; Q 84.7; R 128.7; S 36.3.

---

P:
Formula: C4H7N
Source: the OMol25 dataset
Level of theory: ωB97M-V/def2-TZVPD

multiplicity	1
frontier orbital gap	10.178	eV

Structure (XYZ):
```
12
Properties=species:S:1:pos:R:3:nbo_charge:R:1
C -0.4109 -1.3546 -1.2150 0.10
C 0.6745 -1.1499 -0.1537 -0.51
C 0.2299 0.3379 -0.4842 -0.01
C -0.4370 1.4070 1.1104 -0.59
N -0.8001 -0.1643 -1.3858 -0.39
H -0.8883 -2.2472 -1.3841 0.18
H 0.5140 -1.5089 0.8366 0.22
H 1.7247 -1.2025 -0.4392 0.22
H 0.7763 1.1849 -0.6459 0.19
H -0.3415 0.8042 1.9587 0.19
H -1.3592 1.6785 0.7546 0.20
H 0.3175 2.2150 1.0478 0.19
```

---

Q:
Formula: C4H7N
Source: the OMol25 dataset
Level of theory: ωB97M-V/def2-TZVPD

multiplicity	1
SMILES	[H]/N=C/C(=C)C
frontier orbital gap	10.324	eV

Structure (XYZ):
```
12
Properties=species:S:1:pos:R:3:nbo_charge:R:1
H -2.7899 -0.2359 1.3486 0.36
N -1.9471 -0.0145 0.9004 -0.64
C -1.1026 -0.7620 0.4056 0.13
C 0.1179 -0.1674 -0.2869 -0.03
C 1.0844 -1.0104 -0.8008 -0.39
C 0.2850 1.3017 -0.2968 -0.65
H -1.0118 -1.8216 0.4361 0.15
H 1.9218 -0.4285 -1.2861 0.19
H 1.1852 -2.1026 -0.7910 0.21
H -0.6098 1.7328 -0.6222 0.23
H 0.3829 1.5977 0.7348 0.23
H 1.1133 1.6187 -0.8802 0.21
```

---

R:
Formula: C4H7N
Source: the OMol25 dataset
Level of theory: ωB97M-V/def2-TZVPD

multiplicity	1
SMILES	[H]/N=C1\C[C@@H]1C
frontier orbital gap	10.453	eV

Structure (XYZ):
```
12
Properties=species:S:1:pos:R:3:nbo_charge:R:1
H 0.1964 -2.0965 -1.9479 0.33
N -0.4218 -1.2846 -1.8600 -0.58
C 0.0785 -0.5694 -0.9521 0.31
C 1.1510 -0.3935 0.0322 -0.51
C 0.0162 0.6440 -0.1410 -0.28
C -0.9650 0.7957 0.9997 -0.60
H 1.1082 -1.0092 0.9292 0.23
H 2.1528 -0.1487 -0.3100 0.23
H 0.3099 1.5668 -0.6415 0.23
H -0.4755 1.3109 1.8333 0.21
H -1.8479 1.3686 0.7026 0.22
H -1.3028 -0.1843 1.3557 0.21
```

---

S:
Formula: C4H7N
Source: the OMol25 dataset
Level of theory: ωB97M-V/def2-TZVPD

multiplicity	1
SMILES	C=CC(=C)N
frontier orbital gap	9.294	eV

Structure (XYZ):
```
12
Properties=species:S:1:pos:R:3:nbo_charge:R:1
C 1.5429 0.7641 -0.9178 -0.38
C 0.7891 0.6389 0.1628 -0.22
C -0.4503 -0.1742 0.2570 0.14
C -1.5718 0.3166 0.7832 -0.50
N -0.3812 -1.4380 -0.3160 -0.81
H 2.4267 1.3871 -0.9231 0.20
H 1.3055 0.2448 -1.8336 0.20
H 1.0410 1.1753 1.0689 0.21
H -1.6772 1.2993 1.2099 0.21
H -2.4705 -0.2883 0.8157 0.19
H -1.0927 -2.0755 0.0087 0.38
H 0.5383 -1.8501 -0.3158 0.38
```

---

In kJ/mol, relative to the most stable structure: P 279.3; Q 38.6; R 62.2; S 0.0.